No. 1
4 unconnected molecules or ions with the total composition C2H13N2O3 in a non-equilibrium geometry, computed with ωB97M-V with the def2-TZVPD basis set.

Computed properties:
* LUMO: -2.68 eV
* F_max: 3.55 eV Å⁻¹
* HOMO level: -12.37 eV
* frontier orbital gap: 9.7 eV
* electronic energy: -418.966718 hartree
* net charge: +1

Each line ends with the Mulliken charge.
CARTESIAN COORDINATES (ANGSTROEM)
C  -1.281  -0.747  0.029  -0.35
C  -1.539  -0.391  -1.238  0.06
N  -2.743  -0.159  -1.809  -0.41
N  0.075  -0.444  0.554  -0.21
H  -2.022  -1.179  0.680  0.29
H  -0.738  0.188  -1.762  0.15
H  -2.784  0.221  -2.737  0.22
H  -3.611  -0.092  -1.322  0.19
H  0.223  -1.144  1.331  0.39
H  0.031  0.328  1.227  0.32
H  0.806  -0.423  -0.160  0.33
H  -0.625  0.404  4.194  0.32
H  -1.492  -0.467  3.298  0.32
O  -0.721  0.138  3.270  -0.63
H  3.806  -0.726  0.234  0.33
H  3.201  0.443  -0.312  0.30
O  2.945  -0.277  0.278  -0.62
H  2.425  2.066  -1.428  0.32
H  2.130  0.946  -2.592  0.33
O  1.914  1.316  -1.735  -0.65

***

No. 2
4 unconnected molecules or ions with the total composition C2H13N2O4 in a non-equilibrium geometry, computed with ωB97M-V with the def2-TZVPD basis set.

Computed properties:
* LUMO: -2.88 eV
* F_max: 1.73 eV Å⁻¹
* HOMO level: -14.01 eV
* frontier orbital gap: 11.1 eV
* electronic energy: -494.275090 hartree
* net charge: +1

Each line ends with the Mulliken charge.
CARTESIAN COORDINATES (ANGSTROEM)
N  -0.114  0.361  -1.587  -0.21
C  -0.002  -0.649  -0.521  -0.95
C  -1.371  -0.721  0.173  0.79
N  -1.437  -1.487  1.272  -0.36
O  -2.300  -0.123  -0.347  -0.64
H  -1.093  0.449  -1.879  0.35
H  0.197  1.276  -1.253  0.33
H  0.350  0.123  -2.454  0.33
H  0.818  -0.353  0.132  0.39
H  0.391  -1.608  -0.860  0.49
H  -0.665  -2.042  1.598  0.21
H  -2.261  -1.372  1.812  0.26
H  -1.574  2.815  0.247  0.32
H  -0.413  3.015  1.112  0.28
O  -0.776  2.313  0.557  -0.59
H  2.832  1.989  -0.985  0.31
H  3.623  1.073  -1.816  0.32
O  2.729  1.129  -1.405  -0.61
H  2.705  -1.761  1.521  0.30
H  1.859  -1.727  2.734  0.29
O  1.807  -1.528  1.791  -0.61

***

No. 3
A molecular structure, C2H13N3O3 in a non-equilibrium geometry, computed with ωB97M-V with the def2-TZVPD basis set.

Computed properties:
* LUMO: 0.69 eV
* F_max: 1.79 eV Å⁻¹
* HOMO level: -9.59 eV
* frontier orbital gap: 10.3 eV
* electronic energy: -473.985420 hartree
* net charge: 0

Each line ends with the Mulliken charge.
CARTESIAN COORDINATES (ANGSTROEM)
H  0.054  -0.106  1.327  0.34
O  0.740  0.593  2.052  -0.85
N  -0.860  -0.312  0.433  -0.52
H  0.583  0.536  2.992  0.18
H  -1.692  0.249  0.485  0.21
C  -0.338  -0.681  -0.696  0.66
N  -1.056  -0.933  -1.839  -0.24
H  -0.522  -1.106  -2.672  0.27
N  0.982  -0.975  -0.808  -0.34
H  1.253  -1.680  -1.466  0.24
H  1.593  -0.901  0.004  0.09
C  -2.212  -0.046  -2.085  -0.79
H  -3.216  -0.448  -1.947  0.27
H  -2.149  0.802  -1.402  0.22
H  -2.174  0.378  -3.079  0.30
O  2.835  -0.808  1.314  -0.81
H  2.411  -1.492  1.840  0.31
H  2.224  -0.045  1.479  0.49
O  -0.577  2.625  0.644  -0.66
H  0.167  2.132  1.079  0.34
H  -0.728  3.279  1.331  0.29

***

No. 4
A molecular structure, C2H13N5 in a non-equilibrium geometry, computed with ωB97M-V with the def2-TZVPD basis set.

Computed properties:
* LUMO (alpha / beta): -0.19 / -0.19 eV
* F_max: 2.31 eV Å⁻¹
* HOMO level (alpha / beta): -8.13 / -8.13 eV
* frontier orbital gap (alpha / beta): 7.9 / 7.9 eV
* electronic energy: -357.615249 hartree
* net charge: 0

Each line ends with the Mulliken charge.
CARTESIAN COORDINATES (ANGSTROEM)
C  -1.930  -0.749  0.470  -0.10
C  -2.107  -0.573  -1.034  -1.07
N  -1.364  0.465  1.052  -0.63
H  -1.314  0.416  2.062  0.24
H  -0.445  0.668  0.658  0.13
H  -2.905  -0.924  0.934  0.42
H  -1.333  -1.658  0.652  0.21
H  -2.578  -1.451  -1.477  0.36
H  -2.727  0.300  -1.242  0.29
H  -1.136  -0.420  -1.510  0.19
N  1.448  -0.748  -0.007  0.38
N  1.914  -0.608  1.214  -0.32
N  2.339  -0.533  -0.936  -0.81
N  1.551  1.793  -0.305  -0.85
H  1.176  -0.417  1.876  0.27
H  2.785  -0.096  1.341  0.31
H  2.422  0.762  -0.915  0.43
H  1.930  -0.779  -1.833  0.29
H  0.837  1.802  -1.038  0.17
H  1.436  2.750  0.039  0.10

***

No. 5
A molecular structure, C2H13NO3 in a non-equilibrium geometry, computed with ωB97M-V with the def2-TZVPD basis set.

Computed properties:
* LUMO (alpha / beta): -3.66 / -9.84 eV
* F_max: 4.78 eV Å⁻¹
* HOMO level (alpha / beta): -15.03 / -15.02 eV
* frontier orbital gap (alpha / beta): 11.4 / 5.2 eV
* multiplicity: 2
* electronic energy: -364.032208 hartree
* net charge: +1

Each line ends with the Mulliken charge.
CARTESIAN COORDINATES (ANGSTROEM)
H  0.376  -0.234  0.409  0.41
O  1.583  -0.098  0.326  -0.48
N  -0.677  -0.290  -0.274  -0.40
H  1.999  0.108  1.143  0.34
H  -0.882  0.639  -0.758  0.28
C  -1.964  -0.585  0.409  -0.38
H  -2.211  -1.620  0.114  0.29
H  -2.810  -0.139  -0.173  0.42
H  -0.552  -1.018  -0.969  0.37
C  -1.886  -0.699  1.932  -1.17
H  -2.799  -1.331  2.213  0.32
H  -0.961  -1.193  2.386  0.32
H  -2.031  0.173  2.455  0.37
O  0.681  3.514  -0.654  -0.59
H  1.436  2.938  -0.814  0.32
H  0.071  2.693  -0.681  0.27
O  1.734  -1.937  -1.492  -0.51
H  2.530  -2.078  -1.932  0.35
H  1.690  -1.037  -0.970  0.46

***

No. 6
5 unconnected molecules or ions with the total composition C2H13NO4 in a non-equilibrium geometry, computed with ωB97M-V with the def2-TZVPD basis set.

Computed properties:
* LUMO (alpha / beta): 3.67 / 3.35 eV
* F_max: 1.15 eV Å⁻¹
* HOMO level (alpha / beta): 0.08 / -5.16 eV
* frontier orbital gap (alpha / beta): 3.6 / 8.5 eV
* multiplicity: 2
* electronic energy: -439.661757 hartree
* net charge: -1

Each line ends with the Mulliken charge.
CARTESIAN COORDINATES (ANGSTROEM)
C  1.053  1.195  -1.434  -1.34
C  1.224  0.019  -2.056  0.30
N  0.373  -1.038  -1.887  -0.75
H  0.281  1.341  -0.707  0.35
H  1.678  2.053  -1.656  0.35
H  2.082  -0.181  -2.697  0.35
H  -0.507  -0.782  -1.465  0.20
H  0.383  -1.940  -2.332  0.32
H  -3.251  0.854  0.438  0.43
H  -3.154  -0.656  0.619  0.31
O  -3.794  0.053  0.437  -0.96
H  2.214  1.940  0.724  0.36
H  2.090  2.531  2.057  0.33
O  2.248  2.784  1.152  -0.78
H  0.840  0.030  1.813  0.30
H  0.850  0.264  3.311  0.42
O  0.928  0.725  2.477  -0.86
H  -1.923  -3.098  1.141  0.52
H  -1.752  -2.610  -0.182  0.18
O  -1.864  -3.482  0.248  -1.03

***

No. 7
4 unconnected molecules or ions with the total composition C2H14N2O3 in a non-equilibrium geometry, computed with ωB97M-V with the def2-TZVPD basis set.

Computed properties:
* LUMO (alpha / beta): 3.62 / 3.48 eV
* F_max: 2.60 eV Å⁻¹
* HOMO level (alpha / beta): 0.89 / -5.90 eV
* frontier orbital gap (alpha / beta): 2.7 / 9.4 eV
* multiplicity: 2
* electronic energy: -419.765900 hartree
* net charge: -1

Each line ends with the Mulliken charge.
CARTESIAN COORDINATES (ANGSTROEM)
C  1.738  0.382  -0.400  -1.30
C  0.937  1.417  -1.217  -0.69
N  0.325  2.461  -0.386  -0.91
N  0.856  -0.252  0.590  -1.34
H  2.082  -0.326  -1.170  0.29
H  2.635  0.745  0.102  0.70
H  1.578  2.081  -1.829  0.34
H  0.279  0.921  -1.922  0.26
H  0.995  3.045  0.092  0.57
H  -0.317  2.105  0.315  0.31
H  1.448  -0.731  1.278  0.73
H  0.444  0.418  1.243  0.32
H  -2.387  -0.096  2.620  0.36
H  -1.368  0.183  3.600  0.51
O  -2.248  0.497  3.371  -1.10
H  -0.228  -1.511  -1.390  0.19
H  -0.527  -1.642  -2.834  0.35
O  -0.273  -2.192  -2.088  -0.50
H  -2.307  -2.059  -0.534  0.35
H  -1.482  -3.045  0.202  0.34
O  -2.179  -2.402  0.359  -0.79

***

No. 8
4 unconnected molecules or ions with the total composition C2H14N2O3 in a non-equilibrium geometry, computed with ωB97M-V with the def2-TZVPD basis set.

Computed properties:
* LUMO: 0.70 eV
* F_max: 2.72 eV Å⁻¹
* HOMO level: -9.00 eV
* frontier orbital gap: 9.7 eV
* electronic energy: -419.822746 hartree
* net charge: 0

Each line ends with the Mulliken charge.
CARTESIAN COORDINATES (ANGSTROEM)
C  1.741  0.245  0.701  -0.75
C  0.685  -0.689  0.098  -0.39
N  1.104  -2.097  0.175  -0.70
N  1.435  1.660  0.449  -0.68
H  1.851  0.024  1.778  0.35
H  2.724  -0.001  0.257  0.35
H  -0.231  -0.553  0.635  0.30
H  0.520  -0.450  -0.972  0.36
H  0.406  -2.630  -0.315  0.35
H  1.102  -2.343  1.216  0.23
H  2.191  2.213  0.885  0.24
H  1.530  1.808  -0.562  0.24
H  -0.267  2.018  0.714  0.48
H  -1.304  3.124  1.106  0.30
O  -1.217  2.210  0.780  -0.70
H  -1.841  -1.493  -1.032  0.38
H  -1.787  -2.618  -2.086  0.32
O  -1.741  -2.447  -1.102  -0.65
H  -2.979  0.670  -1.400  0.29
H  -1.824  1.024  -0.305  0.40
O  -2.101  0.323  -1.021  -0.71

***

No. 9
5 unconnected molecules or ions with the total composition C2H14NO4 in a non-equilibrium geometry, computed with ωB97M-V with the def2-TZVPD basis set.

Computed properties:
* LUMO: -2.98 eV
* F_max: 1.73 eV Å⁻¹
* HOMO level: -14.52 eV
* frontier orbital gap: 11.5 eV
* electronic energy: -440.062576 hartree
* net charge: +1

Each line ends with the Mulliken charge.
CARTESIAN COORDINATES (ANGSTROEM)
C  1.429  0.105  0.316  0.17
C  2.300  -0.846  0.568  -0.84
N  0.031  -0.102  -0.039  -0.11
H  1.645  1.134  0.564  0.30
H  3.310  -0.621  0.874  0.27
H  2.071  -1.905  0.515  0.25
H  -0.072  0.470  -0.870  0.33
H  -0.193  -1.082  -0.259  0.29
H  -0.637  0.122  0.701  0.36
H  -1.641  -1.991  1.969  0.33
H  -2.612  -2.421  0.973  0.31
O  -1.952  -1.723  1.090  -0.65
H  -1.284  3.613  1.089  0.30
H  -0.551  2.755  2.101  0.32
O  -0.816  2.772  1.169  -0.62
H  -1.061  -2.072  -2.645  0.34
H  -1.189  -2.960  -1.345  0.33
O  -0.583  -2.488  -1.920  -0.67
H  0.605  2.531  -2.418  0.32
H  0.338  2.549  -0.865  0.34
O  0.865  2.161  -1.570  -0.66

***

No. 10
5 unconnected molecules or ions with the total composition C2H14NO4S in a non-equilibrium geometry, computed with ωB97M-V with the def2-TZVPD basis set.

Computed properties:
* LUMO: 3.36 eV
* F_max: 2.63 eV Å⁻¹
* HOMO level: -3.25 eV
* frontier orbital gap: 6.6 eV
* electronic energy: -838.525385 hartree
* net charge: -1

Each line ends with the Mulliken charge.
CARTESIAN COORDINATES (ANGSTROEM)
C  0.559  -0.404  -0.127  -0.17
C  0.725  -1.707  -0.870  -0.82
S  0.053  -3.036  0.257  -0.63
N  1.678  -0.154  0.839  -0.54
H  -0.313  -0.300  0.511  0.10
H  0.598  0.496  -0.762  0.05
H  1.747  -2.048  -0.921  0.33
H  0.271  -1.692  -1.862  0.27
H  2.548  -0.067  0.329  0.25
H  1.723  -1.008  1.397  0.27
H  -0.142  0.131  -3.501  0.33
H  -0.990  0.488  -2.305  0.32
O  -1.021  0.413  -3.265  -0.66
H  0.596  2.423  1.743  0.30
H  0.081  2.699  0.318  0.33
O  0.433  3.126  1.104  -0.66
H  -2.025  -0.588  -0.856  0.36
H  -2.803  0.115  0.223  0.31
O  -2.640  0.149  -0.727  -0.67
H  -0.241  0.693  2.186  0.22
H  -0.487  -0.345  3.142  0.39
O  -0.349  0.617  3.147  -0.69